This record from OMol25 describes a 2-piece molecular cluster, C4H12N2Si overall in a non-equilibrium geometry. The level of theory is ωB97M-V with the def2-TZVPD basis set.

HOMO level (spin up / spin down): -6.78 / -6.53 eV
E_LUMO (spin up / spin down): 0.78 / -0.06 eV
ΔE to the lowest compared entry with this formula, charge and spin: 4.345 eV
Molar mass: 116.2 g/mol

Cartesian coordinates (Å):
1 C -3.61484 -0.29589 -1.27423
2 C -3.11615 0.92959 -0.88077
3 C 1.83874 -1.52610 2.22917
4 C 1.12984 -0.62217 -1.22491
5 N 1.72853 2.07658 0.46549
6 N 1.60992 -0.27605 1.76690
7 Si 0.95820 0.48056 0.25896
8 H -4.52889 -0.91969 -1.42947
9 H -2.73551 -0.99031 -1.53815
10 H -3.82644 1.55976 -0.51495
11 H 1.68659 -2.09538 3.09655
12 H -1.98485 1.03158 -0.88438
13 H 1.93058 -2.23212 1.43482
14 H 1.97869 -0.48811 -1.89030
15 H 1.31136 -1.59250 -0.69786
16 H 0.16686 -0.83769 -1.77047
17 H 1.14871 2.95912 0.35233
18 H 2.62005 2.41384 0.04481
19 H 1.69861 0.42500 2.45646